This record from the Open Molecules 2025 dataset describes a 2-piece molecular cluster, C6H14N2O2 overall in a non-equilibrium geometry. The level of theory is wB97M-V/def2-TZVPD.

```
24
Properties=species:S:1:pos:R:3:mulliken_charge:R:1
C -0.58583 2.41828 -0.32760 -1.19
C 2.24079 0.44478 -1.85034 -0.88
C 0.11800 1.48487 -1.29411 0.73
O -0.40825 1.12994 -2.33600 -0.65
N 1.35101 1.09628 -0.89961 -0.07
H -0.14713 3.40853 -0.24312 0.37
H 1.67504 1.23924 0.03743 0.22
H 1.74763 0.38122 -2.81519 0.30
H -1.63375 2.39089 -0.60977 0.28
H -0.49314 2.02558 0.69455 0.29
H 3.13622 1.06740 -1.93458 0.33
H 2.55301 -0.54139 -1.51134 0.26
C -0.43147 -1.19363 3.27025 -0.92
C -1.41590 -1.53433 -0.36612 -1.23
C -0.50743 -1.31879 0.81300 0.82
O 0.67977 -1.06933 0.71059 -0.63
N -1.13193 -1.37063 2.02430 -0.20
H -2.10321 -1.62341 2.07820 0.20
H -0.95794 -0.51597 3.92919 0.31
H -2.07486 -2.37954 -0.18962 0.45
H -0.82577 -1.78981 -1.24422 0.29
H -0.21322 -2.16971 3.71948 0.33
H 0.58304 -0.86052 3.08422 0.31
H -1.99747 -0.65862 -0.64941 0.27
```

Properties
Structure (SMILES)   CNC(C)=O.CNC(C)=O
Largest force on an atom   0.02442 hartree/bohr
Relative energy (zero: lowest compared OMol25 entry of this formula, charge and spin)   15.10 kcal per mole
Total charge   0

This record from the Open Molecules 2025 dataset describes an isolated molecule of C2H2N2O4 in a non-equilibrium geometry. The level of theory is wB97M-V/def2-TZVPD.

```
10
Properties=species:S:1:pos:R:3:mulliken_charge:R:1
C 0.25852 -0.58395 -0.07629 0.27
C -0.05871 0.84329 -0.15299 0.88
H 2.05601 0.57349 0.07822 0.39
H -2.44497 -0.37316 0.84351 0.30
N 1.33628 -1.15550 -0.18718 -0.30
N -2.04544 -0.34335 -0.14243 -0.10
O 2.44156 -0.28442 -0.02487 -0.33
O -0.93373 -1.36356 -0.10853 -0.26
O -1.38983 0.94592 -0.14392 -0.23
O 0.78031 1.74123 -0.08551 -0.62
```

Properties
Structure (SMILES)   O=c1o[nH]o/c1=N/O
Largest force on an atom   0.07424 hartree/bohr
Relative energy (zero: lowest compared OMol25 entry of this formula, charge and spin)   97.69 kcal per mole
Total charge   0

This record from the Open Molecules 2025 dataset describes C13H23CsN2O10P2S as an isolated structure in a non-equilibrium geometry. The level of theory is wB97M-V/def2-TZVPD.

```
52
Properties=species:S:1:pos:R:3:mulliken_charge:R:1
Cs 1.44676 0.28257 0.42425 1.83
C -1.13078 -3.22168 3.14004 -1.73
C 0.18627 -2.48067 2.91346 1.24
O 1.16953 -2.89630 3.85990 -0.65
P -0.02180 -0.67145 3.14283 0.53
O -1.25001 -0.31433 2.20693 -0.58
O -0.63843 -0.45185 4.59831 -0.53
O 1.20798 0.09579 2.87958 -0.75
P 0.74917 -2.73963 1.16961 0.55
O 2.28935 -2.19382 1.20349 -0.44
O 0.77192 -4.17559 0.82197 -0.76
O -0.01843 -1.71586 0.36616 -1.04
H -1.47748 -3.06005 4.16077 0.41
H -0.96690 -4.28705 2.97107 0.45
H -1.90762 -2.89248 2.45062 0.32
H 1.32870 -3.83736 3.71570 0.42
H -1.01993 -0.78844 1.35124 0.36
H 0.06632 -0.33323 5.24897 0.39
H 2.85043 -2.96517 1.35883 0.27
O 4.10435 0.19118 0.90282 -0.24
C 4.37356 -0.73680 0.32739 0.08
N -5.08491 4.15987 0.98651 -0.38
C -4.23714 3.24606 0.44067 0.48
O -4.62464 2.17426 0.02369 -0.61
C -2.77712 3.59933 0.44091 0.18
C -2.28183 4.88881 0.55769 -0.37
C -0.91277 5.08949 0.52095 -0.80
C -0.09040 3.98521 0.37354 -0.30
N -0.54729 2.73824 0.26321 -0.02
C -1.86433 2.55972 0.29436 -0.31
H -6.05164 3.89496 1.06385 0.23
H -4.75961 4.94838 1.51210 0.17
H -2.94240 5.74255 0.64642 0.38
H -0.48926 6.08095 0.60045 0.40
H 0.98712 4.10374 0.33998 0.44
H -2.23324 1.54517 0.20937 0.52
C 2.37256 0.28865 -4.88972 -1.08
C 1.02642 -0.20383 -4.38624 -0.57
S 0.99564 -0.54295 -2.60615 0.40
O 1.88893 0.47559 -1.94523 -0.72
C 1.94040 -2.08438 -2.64546 -0.17
C 1.01073 -3.27855 -2.82037 -1.11
H 2.23964 0.79886 -5.84332 0.37
H 3.07644 -0.52765 -5.04557 0.28
H 2.81082 0.98987 -4.18079 0.26
H 0.70221 -1.12923 -4.86635 0.33
H 0.24291 0.53854 -4.54175 0.43
H 2.46031 -2.11993 -1.68686 0.06
H 2.68551 -2.00332 -3.43610 0.47
H 0.35681 -3.39127 -1.95674 0.23
H 1.59457 -4.19283 -2.92135 0.36
H 0.39262 -3.18205 -3.71561 0.32
```

Properties
Largest force on an atom   0.07178 hartree/bohr
Relative energy (zero: lowest compared OMol25 entry of this formula, charge and spin)   65.18 kcal per mole
Total charge   0

This record from the Open Molecules 2025 dataset describes a 7-piece molecular cluster, C55H71BrFO5P overall in a non-equilibrium geometry. The level of theory is wB97M-V/def2-TZVPD.

```
134
Properties=species:S:1:pos:R:3:mulliken_charge:R:1
C 0.88139 -2.04325 0.58866 -0.90
C 1.65680 -0.72303 0.80263 -0.82
P 1.44684 0.40084 -0.66521 0.08
C 0.79520 1.95598 0.09833 -0.82
C -0.74268 2.03698 0.01795 -0.71
C 3.18358 0.97851 -1.13828 2.00
C 3.07755 1.70867 -2.49212 -1.47
C 2.56409 0.92828 -3.71932 -0.42
C 1.87696 1.85110 -4.75711 -1.20
C 2.56169 1.91101 -6.13794 -0.72
C 4.09837 2.06035 -6.07610 0.07
C 4.71349 2.92095 -7.20482 -0.75
O 5.57020 3.94527 -6.73077 -0.42
C 4.89936 4.96159 -6.00166 -0.54
C 4.24462 -0.15088 -1.10411 -1.48
C 3.84357 -1.51118 -1.62692 -0.22
O 3.59131 -1.84594 -2.70705 -0.46
F 3.86659 -2.43730 -0.63156 -0.22
O 3.57236 1.95686 -0.14736 -0.33
C 4.90942 2.42673 -0.18296 -0.46
C 4.93536 3.75172 0.57628 -0.57
O 6.23495 4.30749 0.44614 -0.33
C 6.27367 5.71499 0.58762 -0.76
C 6.21508 6.39090 -0.81102 -0.05
C 5.49833 7.70949 -0.75443 0.34
O 4.40503 7.85923 -0.41224 -0.40
Br 6.57686 9.24970 -1.27684 -0.20
H 0.18709 -1.93388 -0.25728 0.30
H 1.53071 -2.89231 0.34931 -0.01
H 0.28442 -2.32301 1.46568 0.40
H 1.23950 -0.19631 1.67329 0.55
H 2.70972 -0.90428 1.04073 0.59
H 1.24204 2.82215 -0.39630 0.55
H 1.12306 1.97639 1.14626 0.42
H -1.04542 3.09159 -0.04362 0.41
H -1.21856 1.62971 0.91693 -0.14
H -1.13374 1.54088 -0.87621 0.31
H 2.42780 2.58124 -2.31974 0.44
H 4.06295 2.12390 -2.75920 0.15
H 1.86597 0.14330 -3.41947 0.51
H 3.41410 0.41210 -4.18148 0.40
H 1.79229 2.87832 -4.37508 0.41
H 0.84561 1.49955 -4.90281 0.34
H 2.27863 1.03713 -6.74161 0.28
H 2.15875 2.78388 -6.67580 0.45
H 4.55025 1.05972 -6.13077 0.39
H 4.40720 2.46163 -5.09984 -0.09
H 5.32329 2.29544 -7.86616 0.32
H 3.90267 3.35654 -7.81522 0.38
H 3.80486 4.86083 -6.06475 0.27
H 5.17597 4.91378 -4.93724 0.14
H 5.18810 5.93981 -6.40386 0.29
H 4.54465 -0.28900 -0.05985 0.76
H 5.13672 0.14377 -1.67633 0.55
H 5.27253 2.60534 -1.20424 0.25
H 5.59935 1.72684 0.31691 0.19
H 4.71252 3.56128 1.63978 0.22
H 4.15347 4.42301 0.19136 0.46
H 5.45675 6.07823 1.22349 0.40
H 7.22499 5.95968 1.07232 0.37
H 7.22355 6.50901 -1.21179 0.46
H 5.65949 5.71542 -1.47574 0.00
C -1.65472 -0.93494 4.03971 -0.66
C -2.05896 -1.26048 5.32749 -0.51
C -2.93924 -2.31471 5.53017 -0.49
C -3.41664 -3.04238 4.44726 -0.57
C -3.01589 -2.71403 3.15931 -0.47
C -2.13538 -1.65989 2.95916 -0.06
H -0.97109 -0.11104 3.87298 0.66
H -1.68885 -0.69357 6.17281 0.40
H -3.25558 -2.56901 6.53383 0.39
H -4.10069 -3.86609 4.60746 0.44
H -3.38513 -3.27495 2.31026 0.29
H -1.82468 -1.40038 1.95426 0.63
C 1.92990 -6.94398 2.28004 -0.43
C 2.38870 -5.76502 1.70898 -0.38
C 3.07511 -5.79792 0.50119 -0.11
C 3.30281 -7.01200 -0.13376 -0.61
C 2.84245 -8.19100 0.43706 -0.36
C 2.15648 -8.15696 1.64390 -0.47
H 1.39209 -6.91710 3.21913 0.39
H 2.20671 -4.81798 2.20222 0.41
H 3.43296 -4.87829 0.05521 0.45
H 3.83707 -7.03801 -1.07507 0.38
H 3.01788 -9.13712 -0.05936 0.38
H 1.79806 -9.07655 2.08884 0.38
C -3.09154 -0.61601 -0.68972 -0.22
C -3.47476 -0.62809 -2.02348 -0.94
C -4.76349 -0.24712 -2.37542 -0.46
C -5.66371 0.15348 -1.39550 -0.56
C -5.27209 0.17864 -0.06345 -1.04
C -3.98744 -0.20873 0.28829 0.35
H -2.08675 -0.91732 -0.41466 0.52
H -2.77172 -0.93851 -2.78619 0.48
H -5.06711 -0.26382 -3.41442 0.39
H -6.66825 0.44938 -1.67071 0.39
H -5.96711 0.49664 0.70386 0.69
H -3.68603 -0.19448 1.32787 0.34
C -3.59527 -5.57709 -0.09623 -0.67
C -2.54700 -4.66661 -0.09700 -0.16
C -1.23786 -5.11132 -0.21759 -0.48
C -0.97667 -6.46899 -0.34017 -0.25
C -2.02459 -7.37940 -0.34388 -0.54
C -3.33380 -6.93446 -0.22116 -0.35
H -4.61589 -5.22788 0.00160 0.45
H -2.75376 -3.60639 -0.00315 0.56
H -0.41983 -4.40242 -0.20991 0.38
H 0.04505 -6.81645 -0.42754 0.37
H -1.81971 -8.43826 -0.44041 0.38
H -4.15036 -7.64556 -0.22048 0.37
C -7.65969 -1.11288 3.34143 -0.35
C -8.08959 -1.16309 2.02213 -0.39
C -9.39580 -0.81899 1.70228 -0.42
C -10.27281 -0.42241 2.70275 -0.42
C -9.84326 -0.37120 4.02189 -0.35
C -8.53729 -0.71700 4.34155 -0.49
H -6.63967 -1.38116 3.58918 0.46
H -7.40308 -1.47050 1.24302 0.52
H -9.73037 -0.86031 0.67334 0.37
H -11.29140 -0.15257 2.45425 0.36
H -10.52698 -0.06035 4.80163 0.36
H -8.20312 -0.67805 5.37058 0.37
C -2.02473 2.79346 4.22911 -0.29
C -1.46818 3.94564 4.76780 -0.58
C -1.54636 5.14314 4.06987 -0.39
C -2.18352 5.18813 2.83665 -0.51
C -2.74226 4.03605 2.30032 -0.39
C -2.66190 2.83810 2.99689 -0.21
H -1.96838 1.85783 4.77086 0.40
H -0.97279 3.91016 5.72989 0.39
H -1.11023 6.04218 4.48651 0.38
H -2.24578 6.12287 2.29398 0.38
H -3.24090 4.07064 1.33970 0.43
H -3.09688 1.93777 2.57929 0.39
```

Properties
Structure (SMILES)   CCP(CC)[C@](CCCCCCOC)(CC(=O)F)OCCOCCC(=O)Br.c1ccccc1.c1ccccc1.c1ccccc1.c1ccccc1.c1ccccc1.c1ccccc1
Largest force on an atom   0.05075 hartree/bohr
Total charge   0

Results for LUMO energy: 0.8 -0.5 0.2 0.4 (in eV, following the order of the records).